Entry from OMol25: 4 unconnected molecules or ions with the total composition C5H16NO4 (ωB97M-V with the def2-TZVPD basis set).

Calculated values
multiplicity	1
Kohn-Sham gap	8.89	eV
total charge	-1
HOMO level	-0.1916	Ha
E_tot	-555.70813	hartree

Geometry (Å):
C -2.31619 0.83948 -0.94739
O -1.15376 1.47674 -1.47397
C -2.10208 -0.26585 0.21807
C -1.29934 -1.44761 -0.39133
C -0.71894 -2.40634 0.56652
C 1.49661 -1.50191 0.67420
N 0.74811 -2.46436 0.38695
H -3.08082 1.54147 -0.56376
H -2.64835 0.37997 -1.82444
H -3.08409 -0.43411 0.66546
H -1.50720 0.12645 1.08921
H -0.60292 -0.76697 -1.02035
H -1.92438 -2.03924 -1.20545
H -0.99711 -3.46047 0.49423
H -1.26016 -2.35589 1.51983
H 2.59059 -1.76710 0.60142
H 1.27359 -0.46347 0.84872
H 2.74729 0.43234 2.09110
H 1.46681 1.53313 1.46393
O 2.55352 1.20746 1.67257
H 0.26238 1.87307 1.03316
H -0.38864 1.53025 -0.76836
O 0.17383 1.11508 0.52985
H 1.28995 2.50934 -1.51818
H 1.63033 1.21335 -0.75800
O 2.00586 1.96220 -1.42564